The following is a DFT calculation (ωB97M-V/def2-TZVPD) of a structure of composition C27H41GeLaN8O3S3Se in a non-equilibrium geometry.

Geometry as XYZ:
```
85
Properties=species:S:1:pos:R:3:forces:R:3
La -1.155191 -0.413477 2.088224 1.32 -2.15 0.60
C -3.733274 1.589837 4.347171 0.35 -2.06 -0.74
C -3.699859 1.638333 2.807567 -1.16 2.04 0.38
C -4.064888 3.068237 2.394424 -0.35 0.46 1.27
C -4.812205 0.777799 2.173372 -0.12 0.22 0.40
O -2.366142 1.412938 2.379358 -0.57 0.44 -1.20
Ge -1.963310 2.012640 0.383091 -1.06 0.23 0.15
O -2.298608 0.047522 0.004856 -0.11 0.48 0.13
C -2.692620 -0.421980 -1.282549 0.65 -1.88 -0.81
C -3.830630 -1.492978 -1.137367 -0.52 1.70 -0.88
C -1.404887 -1.042815 -1.930324 -1.09 -1.27 0.91
C -3.105501 0.659584 -2.251638 -2.30 -0.32 0.23
O -0.294070 1.652573 1.026794 0.65 -0.31 -1.06
C 0.982228 2.043025 0.399267 0.98 -0.80 1.66
C 1.779483 2.384579 1.675970 -0.97 0.89 0.29
C 1.626876 0.822935 -0.292090 -0.91 -0.30 -0.92
C 0.918223 3.245260 -0.534036 -0.66 -0.91 0.34
H -4.787021 1.420562 4.616549 0.54 0.27 0.46
H -3.108246 0.708704 4.627937 -0.81 0.18 0.08
H -3.225930 2.384166 4.870507 -0.26 0.72 -0.14
H -4.926703 3.404366 3.012023 0.56 -0.05 -0.43
H -3.225035 3.724755 2.557913 0.31 0.37 0.41
H -4.329538 3.201760 1.371016 -0.39 -0.23 -0.95
H -5.736513 1.431261 2.196710 0.86 -1.21 -0.15
H -4.553293 0.472886 1.163071 -0.09 0.44 -0.32
H -4.956843 -0.167959 2.685587 -0.30 0.02 0.34
H -3.526171 -2.445323 -0.736081 0.24 -0.09 0.59
H -4.621744 -0.970183 -0.541177 0.44 -0.92 -0.36
H -4.261132 -1.748308 -2.141527 0.35 0.44 0.77
H -0.537547 -0.485790 -1.645265 0.37 0.65 -0.25
H -1.216665 -2.060927 -1.527031 -0.25 0.28 -0.16
H -1.518984 -1.151023 -3.001062 0.20 0.08 -0.22
H -4.028352 1.224031 -1.996918 0.56 -0.28 0.33
H -2.309740 1.329499 -2.342800 1.23 1.29 -0.51
H -3.353815 0.213500 -3.220138 0.37 0.02 0.11
H 1.921955 1.500883 2.365383 0.02 1.07 -0.79
H 2.671459 2.887005 1.383067 1.37 -0.33 -0.06
H 1.263503 3.247956 2.189724 0.08 -1.24 -0.15
H 1.760461 -0.035640 0.393375 -0.02 0.40 -0.13
H 1.028850 0.451415 -1.196365 0.81 0.72 1.19
H 2.621360 1.104924 -0.654280 -0.09 -0.14 0.08
H 0.416603 4.065850 -0.045111 -0.57 0.26 -0.10
H 1.899014 3.614782 -0.747401 0.79 -0.07 -0.12
H 0.478202 2.926591 -1.478323 -0.32 0.41 -0.09
S -0.689621 -0.660640 4.972947 0.65 -0.11 -0.22
C 0.969561 -0.350657 4.730178 -0.39 -0.29 -1.05
C 1.517357 0.791339 5.345325 1.48 2.68 4.22
N 1.938316 1.574899 6.129898 -1.27 -2.05 -2.87
C 1.922640 -1.058028 3.944014 1.39 -0.58 -0.56
S 1.774047 -2.067556 2.597886 -0.89 0.49 0.37
C 3.334886 -0.907048 4.325914 2.08 0.51 1.98
N 4.402585 -0.831516 4.826016 -3.08 -0.25 -1.80
C -1.539963 -5.508273 -0.790584 -0.04 -1.47 -1.39
C -2.402214 -4.891187 0.220610 -2.17 -0.12 0.29
N -3.638905 -5.287570 0.435938 0.96 0.67 0.63
N -4.100515 -4.436053 1.429159 -0.40 -0.14 -0.83
C -3.240759 -3.467986 1.743439 0.32 -1.04 0.95
S -3.344205 -2.410544 3.015663 -0.05 0.95 0.29
N -2.133586 -3.787852 1.026449 1.77 0.08 -1.56
N -0.896068 -3.095951 1.145450 -1.11 0.14 0.45
H -0.530372 -5.638410 -0.418130 0.19 -0.19 0.05
H -1.470913 -4.965045 -1.748739 -0.10 0.28 0.54
H -1.971568 -6.520635 -1.121037 0.62 1.45 0.91
H -5.022626 -4.559900 1.853867 0.56 0.05 -0.41
H -0.256132 -3.595715 1.744757 0.01 -0.22 0.38
H -0.405225 -2.888488 0.284272 -0.53 -0.42 -0.57
C 6.526453 2.009863 -1.753490 -0.56 -0.24 -0.17
N 5.677700 1.026848 -2.424978 -0.70 -1.51 -1.06
C 5.301998 -0.253614 -1.913375 0.61 2.41 0.62
Se 5.642666 -0.870955 -0.218778 -0.04 0.12 -0.51
N 4.514533 -0.820208 -2.841161 0.07 0.83 -0.65
C 4.392314 -0.006659 -3.959242 0.38 -0.08 -1.47
C 3.728272 -0.279708 -5.190164 0.50 -0.17 2.59
C 3.919270 0.623172 -6.182716 0.57 1.00 -0.31
C 4.651939 1.807491 -5.941444 -0.84 -0.10 -1.20
C 5.168137 2.136596 -4.720930 0.77 -0.43 0.42
C 5.188692 1.145563 -3.756683 -1.53 -1.64 1.63
H 6.142160 2.094182 -0.737118 0.03 0.49 -0.04
H 6.551325 2.961255 -2.333830 -0.26 -0.77 0.60
H 7.521040 1.616729 -1.666849 0.62 -0.12 -0.04
H 4.183767 -1.758555 -2.787571 -0.07 -0.38 0.27
H 3.060685 -1.128966 -5.213835 0.12 -0.17 -0.45
H 3.519074 0.449322 -7.159191 -0.24 0.01 -0.38
H 4.748670 2.501222 -6.772542 -0.05 0.02 0.23
H 5.620804 3.075515 -4.530864 0.47 0.75 -0.07
```
Positions in Å, forces in eV/Å.

Largest force on an atom, hartree/bohr: 0.1014
Charge: +1
E, eV: -201950.9249
HOMO-LUMO gap (spin up / spin down), eV: 6.0 / 4.1
HOMO (spin up / spin down), eV: -9.41 / -9.41
Multiplicity: 2